Here is a molecular structure, C37H35NO5Pd from the Open Molecules 2025 dataset. Energies are from ωB97M-V/def2-TZVPD.

The geometry in ORCA input format:
```
! wB97M-V def2-TZVPD RIJCOSX def2/J DEFGRID3
* xyz 0 3
Pd 10.11293 13.33824 10.46283
C 9.67618 9.36196 6.26862
C 11.10833 9.77754 6.77486
C 12.13367 9.18332 5.80401
O 11.40951 11.15578 6.79259
C 11.12156 11.67076 8.10228
C 11.08964 10.41108 9.07656
O 11.20423 9.35920 8.14608
C 9.84605 10.21989 10.03423
O 9.54919 11.32550 10.81956
C 10.15381 9.15656 11.05518
C 9.26094 9.07179 12.16114
C 9.50776 8.10865 13.07663
C 10.64191 7.33526 13.08653
C 11.51363 7.44798 12.07495
C 11.27233 8.27705 10.95333
C 8.60625 9.83718 9.18522
C 8.51674 8.49316 8.85848
C 7.34707 8.08441 8.24987
C 6.28684 8.99730 7.95956
C 6.38438 10.33359 8.30543
C 7.60676 10.73270 8.85647
C 12.17274 12.77581 8.39416
O 11.80516 13.55403 9.51790
C 13.63290 12.28268 8.64169
C 13.88817 12.02274 9.95039
C 15.13655 11.52178 10.32903
C 16.05348 11.39046 9.33307
C 15.85124 11.68261 7.98200
C 14.57368 12.11945 7.61868
C 11.94023 13.90284 7.28508
C 10.98920 13.94008 6.24289
C 10.78627 15.05934 5.44161
C 11.46173 16.27364 5.76303
C 12.40155 16.29182 6.77621
C 12.67215 15.12648 7.53614
H 9.58104 9.45767 5.17728
H 8.91112 9.85631 6.84222
H 9.64031 8.28710 6.42874
H 11.65708 9.07524 4.78476
H 12.35499 8.14672 6.14874
H 13.03283 9.80082 5.83159
H 10.18700 12.19910 7.88703
H 11.93986 10.53102 9.77352
H 8.44471 9.74054 12.26812
H 8.80610 8.08708 13.84604
H 10.83336 6.56390 13.82324
H 12.50260 6.97451 12.07533
H 12.03567 8.52031 10.16393
H 9.31392 7.77487 9.13242
H 7.33190 7.05937 7.92573
H 5.40573 8.55077 7.47038
H 5.54167 10.94730 8.13895
H 7.91416 11.70314 9.09350
H 13.09294 12.21143 10.64076
H 15.44344 11.21122 11.31614
H 17.01463 11.12523 9.65465
H 16.62480 11.60604 7.23362
H 14.31481 12.33739 6.57973
H 10.51734 13.06470 5.87339
H 10.20512 14.93338 4.55782
H 11.31568 17.19650 5.20651
H 13.00595 17.17834 6.86409
H 13.52583 15.15994 8.16020
O 8.41212 13.35671 12.01717
C 7.11837 13.59559 11.46045
C 7.21474 14.38889 10.15986
C 6.10697 15.08956 9.71148
C 6.21248 15.71187 8.48204
C 7.44790 15.70298 7.80506
C 8.48769 15.06379 8.37082
N 8.36008 14.34596 9.48576
H 8.63104 12.39263 12.10090
H 6.51035 14.10629 12.26147
H 6.69476 12.59865 11.30237
H 5.23817 15.12033 10.27003
H 5.38726 16.39552 8.14693
H 7.66854 16.26425 6.90244
H 9.56119 15.14601 8.07694
*
```

Properties
⟨S²⟩: 2.008
E_HOMO (spin up / spin down): -8.18 / -8.09 eV
HOMO-LUMO gap (spin up / spin down): 8.16 / 7.28 eV

=====

Here is 2 unconnected molecules or ions with the total composition C37H36BNO4 from the Open Molecules 2025 dataset. Energies are from ωB97M-V/def2-TZVPD.

The geometry in ORCA input format:
```
! wB97M-V def2-TZVPD RIJCOSX def2/J DEFGRID3
* xyz 0 1
C -3.04900 -1.91097 1.81808
C -1.66480 -1.54984 1.60370
C -0.64454 -1.33318 2.53025
C 0.52097 -1.15629 1.80873
C 0.20317 -1.23537 0.33419
B -2.22921 3.25952 0.24236
C -1.77649 3.58987 1.57991
C -1.99738 4.25281 2.77187
C -1.12811 3.72121 3.74841
C -0.40099 2.72105 3.13825
C 0.60629 1.82868 3.68908
O -0.74239 2.60860 1.82659
C 0.76107 -2.56990 -0.04955
C 0.22918 -3.69844 -0.66593
C 1.19345 -4.74847 -0.46645
C 2.23167 -4.20861 0.25313
C 3.57066 -4.58605 0.61191
O 1.91077 -2.93281 0.58417
C -3.32044 2.31026 0.12258
C -3.63420 1.07235 -0.42444
C -4.83783 0.64664 0.17194
C -5.24482 1.67122 1.01621
C -6.48598 1.79294 1.75284
O -4.33945 2.69514 1.05997
O -1.25591 -1.38336 0.33061
H -3.18112 -2.30283 2.82924
H -3.69662 -1.03422 1.74400
H -3.37317 -2.66050 1.09021
H -0.74473 -1.30171 3.60827
H 1.50907 -0.94525 2.18760
H -2.71479 5.05701 2.91396
H -1.05936 3.98435 4.79799
H 1.28941 2.41829 4.31476
H 0.14060 1.06720 4.33184
H 1.16683 1.33000 2.89426
H -0.71821 -3.76206 -1.20772
H 1.11465 -5.76091 -0.84452
H 3.53022 -5.25922 1.47571
H 4.05095 -5.08289 -0.23740
H 4.16953 -3.71260 0.89815
H -3.04031 0.53642 -1.16486
H -5.34486 -0.29560 0.00159
H -7.32351 1.88396 1.05134
H -6.65784 0.86108 2.29715
H -6.48318 2.63897 2.43900
C 2.58140 2.30016 0.70132
C 3.01505 0.98644 0.17396
N 4.32568 0.61296 0.05241
C 4.40709 -0.58246 -0.65625
C 3.06724 -0.99180 -0.94551
C 2.87110 -2.06478 -1.82435
C 3.96416 -2.63137 -2.46725
C 5.27437 -2.22675 -2.16982
C 5.50746 -1.21374 -1.22844
C 2.20199 -0.04278 -0.30831
C 0.68944 -0.03553 -0.26690
C 0.11495 0.48603 -1.58432
C 0.62557 -0.00070 -2.78570
C 0.11678 0.45562 -3.99019
C -0.94126 1.36352 -4.00746
C -1.54568 1.69796 -5.32606
C -1.38560 1.92770 -2.80487
C -0.76413 1.57880 -1.60923
H 1.63966 2.61045 0.23507
H 2.44962 2.26938 1.79134
H 3.30801 3.09298 0.46821
H 5.11248 1.15374 0.41384
H 1.86458 -2.40960 -2.07763
H 3.77747 -3.40932 -3.21386
H 6.10360 -2.71818 -2.68240
H 6.51516 -0.91634 -0.93922
H 0.40077 0.74633 0.44190
H 1.42504 -0.74397 -2.81601
H 0.49266 0.05585 -4.93321
H -2.59505 1.97038 -5.22028
H -0.99842 2.52312 -5.79070
H -1.46302 0.82455 -5.97800
H -2.22222 2.63316 -2.77510
H -1.04514 2.18172 -0.68597
*
```

Properties
E_HOMO: -4.27 eV
HOMO-LUMO gap: 2.81 eV

=====

Here is a molecular structure, C37H36Br3N7O2 from the Open Molecules 2025 dataset. Energies are from ωB97M-V/def2-TZVPD.

The geometry in ORCA input format:
```
! wB97M-V def2-TZVPD RIJCOSX def2/J DEFGRID3
* xyz 1 2
C -0.59637 -0.99902 -6.92548
Br 0.17886 0.30803 -8.17025
Br -1.41736 -0.04996 -5.39664
Br 0.77425 -2.33770 -6.46393
H -1.38596 -1.47548 -7.50654
C 0.82412 0.15103 1.23190
C -0.40711 0.14652 0.63029
C -0.56679 -0.42490 -0.61216
C 0.49550 -1.13826 -1.25008
C 1.75338 -1.14057 -0.64416
C 1.86647 -0.53855 0.62875
N 0.25548 -1.87386 -2.46767
O 1.20468 -2.64956 -2.86467
O -0.79168 -1.85917 -3.11233
H 1.05176 0.62968 2.17290
H -1.28559 0.57541 1.08934
H -1.52564 -0.24988 -1.07733
H 2.60959 -1.63184 -1.08231
H 2.79182 -0.32640 1.14365
N 2.09473 0.82022 -4.26898
C 1.66127 1.93331 -3.61747
C 2.24824 2.30565 -2.37985
C 3.36038 1.60658 -1.96521
C 3.91780 0.51965 -2.66270
C 3.23947 0.19436 -3.82334
H 0.92641 2.57886 -4.07535
H 1.84571 3.08054 -1.74431
H 3.70092 1.74963 -0.95034
H 4.66673 -0.12339 -2.22453
H 3.42251 -0.70445 -4.39347
N -0.13739 3.29380 2.53029
C 0.56062 3.41168 3.70696
C 0.88448 4.63187 4.28310
C 0.46782 5.77941 3.58977
C -0.24115 5.70026 2.38900
C -0.54388 4.44623 1.96469
H 0.85815 2.46509 4.13338
H 1.44598 4.57437 5.20387
H 0.56206 6.80617 3.91113
H -0.52985 6.59235 1.85307
H -1.06464 4.32838 1.02590
N -4.90450 -4.95265 -4.01229
C -3.60407 -4.56987 -4.19523
C -3.21032 -3.26630 -4.54603
C -4.16238 -2.29669 -4.71631
C -5.46609 -2.63144 -4.46275
C -5.81328 -3.95182 -4.12121
H -2.92702 -5.41128 -4.19003
H -2.15779 -3.05895 -4.67082
H -3.91006 -1.27896 -4.97510
H -6.29114 -1.93456 -4.46946
H -6.83450 -4.24539 -3.92801
N -2.55030 0.33662 6.58281
C -1.78017 0.42422 7.71703
C -0.40753 0.53117 7.64227
C 0.22479 0.26670 6.39843
C -0.55852 0.20172 5.26451
C -1.94904 0.27688 5.38264
H -2.24823 0.65507 8.66256
H 0.21209 0.65998 8.51741
H 1.30292 0.23592 6.45388
H 0.00113 0.08096 4.34875
H -2.54365 0.17518 4.48682
N -3.82082 -1.10225 -0.72854
C -4.22859 -0.67792 0.51266
C -5.05583 -1.38099 1.33492
C -5.64277 -2.58438 0.83142
C -5.16667 -3.04943 -0.42073
C -4.28047 -2.32865 -1.12561
H -4.09771 0.36754 0.74989
H -5.44910 -0.99030 2.26180
H -6.35736 -3.15788 1.40314
H -5.42106 -4.01057 -0.84250
H -3.84650 -2.64744 -2.06180
N 6.81113 0.39740 2.77411
C 7.73115 1.06786 2.00124
C 7.60319 1.15908 0.67058
C 6.63487 0.37675 0.03000
C 5.73152 -0.38043 0.75762
C 5.84465 -0.29755 2.13205
H 8.42177 1.65826 2.58508
H 8.33324 1.70163 0.08829
H 6.55192 0.24390 -1.03858
H 4.97181 -0.98694 0.28712
H 5.13313 -0.73064 2.81949
*
```

Properties
⟨S²⟩: 0.768
E_HOMO (spin up / spin down): -11.22 / -11.22 eV
HOMO-LUMO gap (spin up / spin down): 7.02 / 2.59 eV